C11H13Cl2O3S2 | ωB97M-V with the def2-TZVPD basis set

Results
gap between HOMO and LUMO	5.72	eV

Geometry as ORCA input:
```
! wB97M-V def2-TZVPD RIJCOSX def2/J DEFGRID3
* xyz -1 1
H -5.52160 1.91311 -2.92967
H 3.24104 0.13949 3.45142
H 3.23489 1.06339 1.88417
H 0.48720 1.00713 0.41202
H -0.98564 -1.83205 1.91821
C -3.73688 1.01120 -3.73828
H -1.24366 -1.03247 3.42872
H 0.70046 -0.74777 0.99116
C -1.14741 0.30971 1.70789
C 2.76611 0.25528 2.46633
C -2.57289 0.30109 -1.17097
S 1.08968 0.83738 2.82344
H -2.25826 -0.19402 -4.71654
C -1.54624 -0.99637 2.36653
Cl -6.10793 0.68820 -7.61008
S -2.66710 1.52434 -2.35964
H 2.73103 -0.70572 1.94096
Cl -1.29516 -0.82352 -1.07000
H -2.62778 -1.10587 2.23415
O -1.84423 1.30223 1.54649
C -5.06364 1.44207 -3.79011
H -3.45456 0.17095 -0.52279
C 0.36710 0.29088 1.26220
O -1.36916 1.73166 -2.97493
C -5.25974 0.68260 -6.09395
H -6.81454 1.71499 -5.06039
C -3.97573 0.13396 -5.99335
O -3.44393 2.62325 -1.81923
H -3.56871 -0.34832 -6.87612
C -3.23589 0.26576 -4.80040
C -5.81446 1.30696 -4.96942
*
```

Atomic partial charges in e from the natural (NBO) method, atoms 1 to 4:
1. H 0.24
2. H 0.22
3. H 0.22
4. H 0.26